Entry 1:
{"formula": "C8H18BrF3N2O6P", "method": "ωB97M-V/def2-TZVPD", "elements": ["C", "N", "C", "O", "P", "O", "O", "Br", "O", "C", "C", "N", "H", "H", "H", "H", "H", "H", "H", "H", "H", "H", "H", "H", "C", "C", "O", "C", "O", "C", "F", "F", "F", "H", "H", "H", "H", "H", "H"], "coordinates": [[0.8975, 0.3632, -0.5787], [0.6503, 1.5312, -1.4198], [-0.6326, 1.5697, -2.0489], [-1.3091, 2.8475, -1.7924], [-2.3136, 2.8688, -0.5912], [-1.9408, 2.1098, 0.6018], [-2.3664, 4.4495, -0.2276], [-3.6321, 5.4764, -1.0636], [-3.7053, 2.4725, -1.2249], [-4.7229, 2.0773, -0.2868], [-5.9692, 1.6790, -1.0424], [-5.6534, 0.8424, -2.1994], [0.3278, 0.3644, 0.3549], [0.6731, -0.5527, -1.1143], [1.9506, 0.3488, -0.3160], [0.8522, 2.3951, -0.9445], [-1.2696, 0.7442, -1.7331], [-0.5247, 1.5402, -3.1309], [-4.3951, 1.2719, 0.3607], [-4.9637, 2.9271, 0.3544], [-6.5858, 2.5468, -1.2954], [-6.5645, 1.0737, -0.3601], [-5.3074, 1.4059, -2.9651], [-6.5110, 0.4259, -2.5370], [3.8422, -2.6116, 3.4418], [5.1817, -2.5452, 2.7106], [5.3345, -3.4427, 1.6434], [4.8273, -3.0273, 0.3165], [5.1673, -1.8379, -0.0567], [3.2841, -3.2335, 0.2248], [2.8405, -4.3585, 0.8617], [2.9124, -3.3889, -1.0665], [2.5386, -2.2186, 0.7000], [3.5184, -3.6471, 3.5551], [3.9371, -2.1592, 4.4343], [3.0621, -2.0692, 2.9139], [5.9605, -2.8315, 3.4281], [5.4083, -1.5218, 2.3924], [5.2007, -3.8854, -0.2993]], "forces_ev_per_a": [[0.177, 0.254, 0.430], [-0.192, -0.304, -0.090], [0.387, 0.232, -0.254], [-0.167, -0.193, -0.115], [0.682, -0.121, 0.587], [-0.081, 0.095, -0.113], [-0.652, 0.085, -0.283], [0.337, 0.003, 0.100], [-0.010, -0.032, 0.095], [-0.589, 0.269, 0.151], [-0.131, -0.249, -0.303], [-0.216, -0.024, 0.028], [-0.196, 0.035, -0.005], [0.083, -0.072, -0.168], [0.118, -0.182, -0.066], [0.003, 0.099, 0.017], [-0.061, -0.099, 0.120], [-0.212, 0.131, -0.135], [0.438, -0.174, -0.207], [0.055, 0.081, 0.086], [0.138, 0.211, -0.040], [-0.072, 0.000, 0.116], [0.212, 0.064, 0.077], [-0.003, -0.141, -0.023], [-0.077, 0.128, -0.064], [0.380, 0.069, 0.188], [-0.574, -0.463, 0.089], [0.418, 0.577, -0.388], [-0.160, -0.021, 0.051], [0.072, -0.331, 0.364], [-0.062, 0.063, -0.041], [-0.001, 0.002, -0.156], [-0.083, 0.113, 0.025], [0.042, -0.032, 0.038], [0.045, -0.038, 0.002], [-0.034, -0.035, -0.043], [0.034, 0.025, -0.024], [-0.131, -0.004, -0.134], [0.082, -0.017, 0.085]], "fmax_ev_per_a": 0.91, "total_charge": -1, "homo_ev": -3.581, "gap_ev": 4.1}


Entry 2:
{"formula": "C8H18CeF3I2O4P2S", "method": "ωB97M-V/def2-TZVPD", "elements": ["I", "I", "Ce", "P", "C", "C", "H", "H", "H", "H", "H", "H", "C", "H", "H", "H", "P", "C", "C", "H", "H", "H", "C", "H", "H", "H", "H", "H", "H", "C", "O", "F", "C", "F", "F", "S", "O", "O", "O"], "coordinates": [[0.2717, -0.5823, -5.2183], [-0.2942, 1.8589, -4.5710], [-0.0003, -0.0743, -0.0078], [-2.3728, -0.1814, -0.0447], [-3.2925, 1.3167, 0.3472], [-2.9783, -0.7157, -1.6612], [-4.0597, -0.8708, -1.6117], [-4.0559, -1.5474, 1.0002], [-2.4769, -1.6502, -1.9437], [-2.4722, -2.3874, 0.9110], [-3.0377, 2.1107, -0.3641], [-2.7452, 0.0427, -2.4165], [-2.9751, -1.4344, 1.1167], [-4.3641, 1.1079, 0.2931], [-2.7410, -1.1355, 2.1450], [-3.0351, 1.6655, 1.3538], [2.3773, -0.0985, -0.0374], [3.2435, 1.4286, 0.3594], [3.0196, -1.3309, 1.1227], [2.5402, -1.5596, -1.9383], [4.0931, -0.7241, -1.6007], [2.7485, 0.1421, -2.4082], [3.0069, -0.6079, -1.6519], [2.5493, -2.3009, 0.9161], [4.1039, -1.4085, 1.0087], [4.3221, 1.2584, 0.3119], [2.9701, 1.7709, 1.3657], [2.7747, -1.0423, 2.1520], [2.9654, 2.2158, -0.3520], [-0.0336, 1.8058, 0.4635], [-0.0528, 2.9265, 0.7567], [0.9107, 1.6092, 5.3620], [1.2523, 1.2148, 4.1233], [1.5038, 2.2892, 3.3371], [2.3392, 0.4035, 4.1747], [-0.2577, 0.2092, 3.4032], [-0.7744, -0.5251, 4.5069], [-1.3038, 1.1502, 2.9935], [0.0478, -0.8845, 2.1777]], "forces_ev_per_a": [[0.214, -0.988, -0.104], [-0.208, 0.877, 0.621], [-0.390, -10.623, -1.006], [-7.543, -1.695, 0.247], [1.014, 1.409, 0.299], [1.010, -0.021, -0.653], [0.053, 0.004, 0.142], [0.027, 0.066, -0.173], [-0.295, 0.016, -0.090], [-0.243, 0.008, 0.098], [-0.243, -0.040, 0.031], [-0.155, -0.082, -0.043], [0.793, -0.307, 0.479], [0.021, -0.343, -0.136], [-0.099, -0.039, -0.154], [-0.135, -0.120, -0.081], [7.512, -1.435, 0.140], [-1.005, 1.277, 0.300], [-0.659, -0.324, 0.481], [0.288, 0.054, -0.076], [-0.049, 0.004, 0.133], [0.159, -0.102, -0.035], [-0.949, -0.041, -0.673], [0.232, 0.046, 0.115], [-0.038, 0.048, -0.163], [-0.014, -0.287, -0.073], [0.208, -0.049, -0.121], [0.092, -0.094, -0.212], [0.225, -0.048, 0.070], [-0.286, 16.472, 4.217], [0.101, -4.124, -1.195], [0.345, -0.794, -2.488], [0.915, 0.157, 1.163], [-0.255, -1.167, 0.530], [-1.424, 1.038, -0.330], [-3.326, -2.043, 1.539], [1.596, -0.533, -0.111], [1.869, 0.381, -2.409], [0.643, 3.441, -0.281]], "fmax_ev_per_a": 17.01, "total_charge": 3, "homo_ev": [-17.462, -17.465], "gap_ev": [3.0, 3.3]}


Entry 3:
{"formula": "C8H18ClNSi", "method": "ωB97M-V/def2-TZVPD", "elements": ["C", "C", "Si", "Cl", "C", "C", "C", "C", "H", "H", "H", "H", "H", "H", "H", "H", "H", "H", "H", "C", "C", "N", "H", "H", "H", "H", "H", "H", "H"], "coordinates": [[-1.5838, -3.3962, -0.7893], [-0.9272, -2.2210, -0.8581], [-0.2215, -0.8147, -1.6116], [1.8268, -0.6504, -1.8108], [-0.8662, 1.0467, -1.5059], [-2.3255, 1.1972, -1.2997], [-0.0815, 1.6003, -0.2579], [-0.4888, 1.8470, -2.7067], [-1.6588, -3.8351, 0.1795], [-1.9522, -3.8229, -1.6293], [-2.6251, 2.1722, -0.7603], [-2.7809, 1.3384, -2.2893], [-2.8554, 0.2883, -0.6907], [-0.5948, 1.1404, 0.5687], [-0.1001, 2.6357, -0.0795], [0.9226, 1.1975, -0.3913], [0.6598, 1.8407, -2.8100], [-0.9121, 1.5853, -3.6067], [-0.8576, 2.8917, -2.5411], [3.1146, -0.7526, 2.2818], [1.9302, 0.2540, 1.8679], [0.7294, -0.0841, 2.6616], [2.8099, -1.6046, 1.6881], [4.1441, -0.4796, 1.8409], [3.1082, -0.9485, 3.4056], [2.1065, 1.3933, 2.0092], [1.9181, 0.1184, 0.7806], [0.0729, 0.6659, 2.4121], [0.3928, -0.8770, 2.1308]], "forces_ev_per_a": [[2.518, 3.805, 2.002], [-0.168, -0.232, -0.869], [-1.119, 0.041, 0.557], [-0.077, -0.434, -0.195], [1.122, -0.269, 1.289], [-3.217, -0.711, 1.602], [-0.417, -2.520, -1.235], [2.990, 1.901, 1.257], [-0.394, -0.589, 0.480], [-1.180, -1.589, -2.362], [0.773, -1.410, -0.504], [-0.397, -0.595, 0.308], [1.197, 2.181, -1.541], [0.220, -0.277, 0.661], [-0.056, 1.576, -0.397], [0.016, 0.729, 0.662], [-1.704, 0.335, -0.073], [-0.979, -1.143, -2.071], [0.619, -0.546, 0.027], [-0.151, 1.581, -0.063], [2.486, 1.270, 1.126], [0.235, 0.528, -1.662], [0.143, -0.840, 0.447], [-1.554, -0.079, 1.000], [0.230, 0.200, -1.661], [0.247, -1.902, 0.054], [-0.680, -0.004, 0.263], [-0.004, -0.471, 0.484], [-0.698, -0.537, 0.416]], "fmax_ev_per_a": 4.98, "homo_ev": -8.305, "gap_ev": 8.3, "smiles": "C=C=[Si](Cl)C(C)(C)C.CCN"}